Molecular formula: C51H132N9O46P7
Method: DFT, ωB97M-V/def2-TZVPD

The geometry in XYZ format:
```
245
Properties=species:S:1:pos:R:3:forces:R:3:lowdin_charge:R:1
C 21.701 20.727 3.528 -1.1 1.6 -0.6 -0.036
C 21.618 20.938 1.997 1.3 -0.8 1.2 -0.220
O 20.490 20.277 1.436 -1.1 -1.0 -0.3 -0.176
P 20.521 18.860 0.717 0.0 0.1 0.5 0.453
O 21.721 18.687 -0.106 -0.4 -0.1 -0.7 -0.214
O 19.110 18.775 -0.092 1.5 0.4 0.8 -0.177
C 17.863 18.618 0.585 -1.6 -1.0 0.4 -0.220
C 17.053 17.516 -0.116 1.7 0.9 1.0 -0.092
O 20.413 17.765 1.878 -0.2 1.3 -0.2 -0.179
C 20.300 16.388 1.489 0.0 -0.5 -0.4 -0.235
C 20.003 15.592 2.714 0.7 -0.6 1.5 -0.087
H 22.077 21.659 3.962 0.6 -0.3 0.0 0.052
H 20.675 20.760 3.909 0.0 -0.7 0.1 0.065
H 22.289 19.873 3.842 -0.2 -0.1 0.1 0.067
H 21.564 21.989 1.730 -0.2 -0.1 -0.1 0.093
H 22.546 20.495 1.626 -0.1 0.3 -0.6 0.098
H 17.892 18.336 1.641 1.0 0.3 0.0 0.126
H 17.249 19.520 0.532 0.4 0.3 0.0 0.098
H 16.564 18.014 -0.951 0.7 -0.5 1.0 0.018
H 17.713 16.692 -0.394 0.2 0.3 -0.2 0.066
H 16.382 17.037 0.597 -0.5 0.5 -0.1 0.095
H 19.505 16.317 0.742 0.0 -0.2 0.1 0.098
H 21.231 16.059 1.022 0.0 0.1 0.0 0.098
H 20.865 15.413 3.357 0.4 0.4 -0.2 0.076
H 19.237 16.062 3.335 0.4 0.1 -0.2 0.074
H 19.614 14.589 2.527 0.8 0.4 -0.4 0.062
C 24.876 22.711 3.574 -0.6 0.7 -0.4 -0.054
C 25.504 22.468 2.210 -0.3 -0.7 0.7 -0.269
O 26.651 21.605 2.354 0.1 -0.5 -0.2 -0.179
P 26.677 20.179 1.639 -0.3 -0.4 -0.2 0.422
O 27.883 19.384 1.910 -0.4 0.7 -0.2 -0.226
O 25.285 19.513 2.081 1.2 1.1 0.3 -0.193
C 24.668 18.473 1.301 -0.6 0.2 0.0 -0.257
C 23.925 17.529 2.229 0.6 -0.1 0.1 -0.046
O 26.410 20.510 0.075 0.0 -0.4 0.8 -0.196
C 27.449 20.927 -0.818 0.5 -0.3 0.2 -0.267
C 27.934 22.343 -0.538 -0.3 -0.7 -0.5 -0.070
H 24.055 23.408 3.366 0.0 0.1 0.2 0.052
H 24.409 21.836 4.023 0.3 -0.3 -0.2 0.072
H 25.519 23.174 4.320 0.3 0.0 -0.2 0.082
H 24.756 21.996 1.574 0.1 -0.1 -0.1 0.086
H 25.803 23.384 1.704 0.3 0.1 0.2 0.105
H 23.997 19.040 0.653 0.0 -0.7 -0.4 0.093
H 25.445 17.915 0.776 -0.2 0.1 -0.2 0.107
H 24.674 17.152 2.929 -0.2 -0.1 0.1 0.094
H 23.106 17.969 2.795 0.0 0.2 -0.1 0.063
H 23.545 16.670 1.677 -0.1 0.1 -0.1 0.054
H 28.325 20.270 -0.805 -0.2 -0.3 0.5 0.117
H 27.029 20.761 -1.808 -0.2 0.5 -0.1 0.116
H 27.061 22.983 -0.415 0.2 0.3 -0.2 0.064
H 28.562 22.396 0.349 -0.1 -0.1 0.1 0.080
H 28.545 22.580 -1.411 -0.1 0.6 0.1 0.079
C 21.108 24.691 4.247 0.8 -0.8 -0.6 -0.067
C 20.571 25.026 2.873 0.3 0.6 0.2 -0.252
O 19.141 24.941 2.774 -0.4 1.2 0.3 -0.168
P 18.183 25.889 3.656 -0.4 -1.0 0.2 0.411
O 16.769 25.826 3.282 0.6 0.3 0.3 -0.208
O 18.508 25.350 5.132 0.1 -0.1 0.1 -0.221
C 17.576 25.010 6.168 0.0 1.1 0.4 -0.242
C 18.176 25.382 7.531 0.4 -0.9 -0.7 -0.057
O 18.868 27.321 3.651 0.4 -0.7 -0.3 -0.189
C 18.217 28.479 4.187 0.3 0.9 -0.7 -0.254
C 19.267 29.321 4.892 -0.4 -0.5 0.6 -0.067
H 20.844 23.652 4.457 0.0 0.1 0.3 0.054
H 22.195 24.718 4.113 0.0 0.0 0.3 0.076
H 20.837 25.329 5.079 -0.2 0.2 -0.2 0.072
H 20.945 26.014 2.586 -0.5 0.2 0.0 0.117
H 20.980 24.348 2.124 -0.3 -0.2 0.1 0.091
H 16.696 25.638 6.029 -0.3 -0.4 -0.1 0.116
H 17.322 23.952 6.126 0.0 0.0 -0.1 0.104
H 19.073 24.793 7.735 0.0 0.0 -0.1 0.053
H 18.488 26.424 7.532 -0.4 0.1 0.3 0.076
H 17.462 25.095 8.302 -0.1 0.5 0.1 0.083
H 17.880 29.049 3.318 -0.5 -0.2 0.1 0.122
H 17.367 28.232 4.821 0.1 -0.2 0.0 0.118
H 18.790 30.029 5.571 0.0 0.0 -0.1 0.077
H 19.857 28.631 5.498 0.3 0.3 0.0 0.076
H 19.893 29.882 4.202 0.1 -0.2 -0.1 0.076
C 10.356 12.487 -0.621 -0.1 -0.3 0.4 -0.069
C 11.624 12.631 0.216 -0.9 1.4 -0.3 -0.252
O 12.600 13.331 -0.585 1.7 -0.6 -0.1 -0.197
P 14.163 13.028 -0.289 -0.4 0.1 -0.7 0.405
O 14.622 13.156 1.093 -0.2 0.3 -0.1 -0.204
O 14.426 11.565 -0.818 -0.2 -0.3 -0.3 -0.184
C 13.932 11.115 -2.089 0.0 -0.3 -0.9 -0.241
C 15.029 10.502 -2.944 0.7 0.4 0.2 -0.055
O 14.903 13.943 -1.390 -1.2 -0.4 0.9 -0.188
C 15.264 15.260 -0.923 0.7 0.7 -0.3 -0.254
C 15.853 16.023 -2.093 0.4 -0.8 -0.6 -0.087
H 9.796 11.638 -0.221 -0.2 0.1 -0.1 0.076
H 9.735 13.377 -0.539 0.0 0.0 -0.1 0.074
H 10.545 12.292 -1.675 0.2 0.0 0.0 0.076
H 11.426 13.376 0.991 -0.1 -0.7 0.6 0.122
H 11.932 11.666 0.616 0.5 0.2 -0.1 0.119
H 13.173 10.344 -1.945 -0.1 0.2 0.4 0.122
H 13.477 11.936 -2.643 -0.1 0.1 0.2 0.115
H 14.687 10.292 -3.957 -0.3 -0.1 0.1 0.086
H 15.875 11.185 -3.048 -0.1 0.1 0.0 0.068
H 15.448 9.607 -2.491 -0.2 -0.1 -0.1 0.058
H 14.412 15.852 -0.575 -0.3 -0.5 0.2 0.130
H 15.965 15.118 -0.098 -0.1 0.1 0.0 0.090
H 16.276 16.978 -1.787 -1.2 -0.9 -0.9 0.012
H 16.733 15.511 -2.496 -0.3 -0.3 -0.2 0.071
H 15.102 16.099 -2.874 0.0 0.2 -0.1 0.085
C 20.104 9.441 -3.634 0.6 -0.4 -0.4 -0.072
C 19.231 8.774 -2.589 0.2 0.3 -0.7 -0.245
O 19.452 9.466 -1.348 -0.3 -0.1 0.6 -0.178
P 18.535 10.647 -0.808 0.2 0.5 -0.7 0.423
O 19.050 11.254 0.430 -0.1 -0.8 -0.4 -0.223
O 17.045 10.074 -0.789 1.1 0.4 0.3 -0.209
C 16.777 8.886 -0.018 -1.0 0.0 0.5 -0.249
C 15.869 9.163 1.159 -0.1 0.1 0.3 -0.057
O 18.522 11.672 -2.038 0.0 -1.0 0.8 -0.187
C 17.812 12.924 -1.958 -0.1 0.3 0.0 -0.237
C 18.643 14.036 -1.339 0.7 -0.7 -0.1 -0.051
H 19.984 8.958 -4.608 -0.2 0.2 0.0 0.082
H 19.994 10.517 -3.710 -0.5 0.0 0.0 0.067
H 21.156 9.286 -3.381 -0.1 -0.1 0.2 0.081
H 18.174 8.721 -2.867 -0.1 0.5 0.2 0.114
H 19.529 7.727 -2.515 0.2 0.1 0.6 0.121
H 16.204 8.275 -0.718 0.5 -0.5 0.1 0.117
H 17.666 8.412 0.397 0.3 0.0 -0.7 0.123
H 15.801 8.270 1.785 0.0 -0.1 -0.2 0.083
H 16.283 9.929 1.817 -0.1 0.2 -0.2 0.076
H 14.861 9.409 0.829 0.1 0.3 0.1 0.071
H 17.630 13.089 -3.022 -0.4 0.5 0.2 0.128
H 16.866 12.822 -1.420 0.1 -0.3 -0.2 0.089
H 19.507 14.209 -1.983 -0.1 0.4 0.0 0.075
H 18.059 14.940 -1.178 0.2 -0.1 -0.2 0.040
H 19.062 13.740 -0.374 -0.2 -0.1 0.1 0.070
C 13.347 19.608 1.337 -0.4 0.2 0.8 -0.066
C 13.897 21.040 1.267 -0.8 -1.3 -0.6 -0.265
O 15.179 21.034 1.875 0.8 0.6 -0.2 -0.167
P 16.115 22.325 1.642 0.1 0.1 0.2 0.422
O 15.521 23.596 2.036 -0.2 -0.2 0.2 -0.197
O 17.491 21.940 2.354 -0.6 0.0 -0.7 -0.169
C 17.702 22.165 3.761 0.2 -0.5 -0.5 -0.244
C 17.300 20.935 4.537 -0.4 -0.1 0.8 -0.056
O 16.447 22.216 0.089 -0.7 -0.5 1.0 -0.178
C 17.428 23.065 -0.461 2.2 1.7 -0.1 -0.235
C 18.618 22.196 -0.810 2.7 4.7 2.3 -0.083
H 12.478 19.473 0.690 0.1 0.2 0.2 0.055
H 14.096 18.879 1.032 0.1 0.1 0.1 0.068
H 12.990 19.377 2.342 0.2 -0.1 0.0 0.083
H 13.943 21.237 0.191 0.8 0.8 0.9 0.065
H 13.220 21.759 1.726 0.2 0.1 0.2 0.130
H 18.769 22.362 3.870 0.0 0.0 -0.1 0.102
H 17.174 23.070 4.065 -0.2 -0.1 0.0 0.096
H 16.221 20.766 4.543 -0.1 0.4 0.1 0.079
H 17.687 19.964 4.222 0.6 0.4 -0.4 0.074
H 17.650 21.095 5.562 -0.2 -0.1 0.1 0.068
H 17.084 23.647 -1.321 -0.5 -0.4 0.1 0.123
H 17.772 23.860 0.210 -0.4 -0.3 0.6 0.124
H 18.355 21.394 -1.503 5.7 8.4 5.2 -0.170
H 19.498 22.732 -1.168 -0.1 0.6 0.1 0.110
H 18.932 21.703 0.114 0.0 -0.3 0.1 0.099
C 26.000 18.538 9.180 0.4 0.7 -0.1 -0.070
C 24.690 19.137 9.654 0.3 -2.0 1.1 -0.309
O 24.423 20.330 8.963 -0.7 1.1 -0.6 -0.160
P 23.169 21.252 9.358 0.5 -1.1 0.8 0.400
O 22.278 20.568 10.311 0.1 0.5 -0.4 -0.227
O 23.843 22.585 9.884 -0.4 0.7 -0.5 -0.186
C 24.545 22.647 11.137 0.9 -0.8 -0.7 -0.234
C 26.024 22.887 10.864 0.5 0.5 -0.3 -0.073
O 22.561 21.706 7.970 0.6 -0.3 -0.1 -0.146
C 21.454 22.581 7.966 -2.1 1.0 0.6 -0.279
C 20.254 22.032 7.193 0.5 -0.8 -0.4 -0.055
H 26.307 17.670 9.763 -0.4 -0.2 0.0 0.078
H 25.984 18.288 8.120 0.0 0.0 0.0 0.080
H 26.787 19.276 9.366 0.0 0.0 -0.3 0.072
H 23.899 18.386 9.577 -0.2 0.4 -0.5 0.121
H 24.785 19.259 10.740 -0.1 0.6 -0.1 0.113
H 24.116 23.445 11.735 -0.2 -0.2 0.2 0.121
H 24.464 21.647 11.564 -0.3 0.3 0.7 0.106
H 26.409 22.223 10.088 -0.2 -0.3 0.2 0.073
H 26.258 23.885 10.485 -0.4 0.1 0.1 0.074
H 26.641 22.767 11.756 -0.2 -0.2 0.1 0.077
H 21.061 22.743 8.975 0.4 -0.1 0.2 0.115
H 21.691 23.576 7.588 0.6 -0.2 -0.1 0.117
H 20.413 22.109 6.116 0.1 -0.3 0.0 0.049
H 20.145 20.987 7.494 0.0 -0.1 -0.3 0.079
H 19.284 22.490 7.384 0.3 0.5 0.4 0.063
C 20.011 18.219 -3.276 -0.2 0.4 0.1 0.042
N 21.103 17.326 -2.819 -0.8 0.3 -0.2 -0.438
O 22.231 17.665 -3.056 0.5 -0.3 -0.1 0.089
O 20.740 16.372 -2.161 0.5 -0.4 0.1 0.047
H 20.200 19.118 -2.690 -0.3 -0.1 0.0 0.082
H 19.071 17.727 -3.053 0.0 0.2 0.2 0.092
H 20.041 18.481 -4.331 0.5 -0.3 0.0 0.106
C 19.621 17.692 6.006 -1.0 1.2 -0.1 0.040
N 20.947 17.531 6.622 0.6 -1.4 -1.3 -0.441
O 21.147 16.529 7.272 -0.1 0.3 0.7 0.073
O 21.811 18.300 6.251 0.0 0.6 0.4 0.051
H 18.935 16.876 6.195 0.4 -0.3 0.2 0.103
H 19.756 17.877 4.942 0.2 -0.3 0.0 0.086
H 19.204 18.620 6.405 0.0 -0.1 0.1 0.087
C 23.853 25.256 -0.668 -0.2 0.3 0.3 0.061
N 22.825 24.322 -0.153 -0.8 0.0 1.3 -0.419
O 23.101 23.645 0.827 0.3 0.1 -0.4 0.039
O 21.714 24.356 -0.639 0.4 0.0 -0.4 0.080
H 24.540 25.510 0.132 0.1 -0.4 0.0 0.096
H 23.296 26.159 -0.902 0.2 -0.1 -0.6 0.101
H 24.344 24.749 -1.493 0.0 0.3 -0.2 0.107
C 23.612 15.414 -0.909 -0.5 -0.1 0.4 0.038
N 24.737 14.691 -0.257 0.5 0.4 -0.9 -0.419
O 25.541 15.373 0.344 -0.1 -0.5 0.3 0.079
O 24.862 13.502 -0.499 -0.1 0.0 0.4 0.042
H 22.665 14.979 -0.594 0.1 -0.1 0.1 0.072
H 23.703 15.262 -1.980 0.2 0.2 0.0 0.103
H 23.684 16.444 -0.581 -0.1 0.1 -0.3 0.079
C 22.046 11.811 -0.197 0.0 -1.4 0.0 0.040
N 22.098 12.249 1.224 0.6 0.1 -0.5 -0.412
O 22.374 11.481 2.116 -0.1 -0.4 -0.2 0.079
O 21.935 13.438 1.374 -0.3 0.8 0.3 0.052
H 21.162 12.259 -0.634 0.2 0.3 -0.1 0.074
H 21.963 10.727 -0.244 -0.2 0.0 0.3 0.094
H 23.001 12.041 -0.664 -0.1 0.6 0.1 0.083
C 17.882 20.658 -2.168 -4.9 -8.8 -5.4 -0.086
N 17.144 21.762 -2.798 -1.7 1.2 -0.5 -0.376
O 17.693 22.443 -3.637 0.4 -0.5 -0.1 0.119
O 16.031 22.029 -2.356 0.4 -1.2 -1.0 0.072
H 17.746 20.750 -1.093 -2.5 -4.0 -0.5 0.096
H 18.921 20.654 -2.480 -0.1 -0.5 -0.3 0.137
H 17.425 19.710 -2.455 -0.5 -0.4 -1.1 0.127
C 21.903 11.985 5.195 0.7 -0.6 -0.3 0.032
N 20.745 12.903 5.281 -0.3 0.7 0.6 -0.418
O 20.973 14.094 5.396 0.4 -0.3 -0.1 0.047
O 19.622 12.448 5.289 0.2 -0.7 -0.1 0.062
H 21.615 11.033 4.760 -0.3 0.2 -0.1 0.089
H 22.328 11.767 6.174 -0.4 0.4 0.3 0.101
H 22.679 12.453 4.598 -0.2 0.1 -0.1 0.088
C 17.504 12.902 2.098 0.1 0.5 -0.1 0.033
N 17.558 14.116 2.939 -0.3 0.4 0.2 -0.423
O 17.598 13.949 4.140 -0.2 0.3 -0.2 0.081
O 17.669 15.208 2.398 -2.1 -0.5 -0.5 -0.014
H 18.537 12.613 1.908 -0.1 -0.2 0.4 0.076
H 17.062 13.150 1.141 -0.2 0.0 0.2 0.067
H 16.923 12.193 2.674 0.2 -0.3 -0.2 0.102
C 13.080 19.970 -1.668 -0.2 0.5 -0.2 0.051
N 14.307 19.149 -1.879 -0.4 0.7 -1.7 -0.364
O 15.179 19.167 -1.040 -0.7 0.5 -0.1 0.033
O 14.392 18.610 -2.973 0.1 0.0 0.7 0.077
H 12.763 20.410 -2.607 0.2 -0.4 -0.3 0.109
H 13.356 20.790 -1.010 -0.4 -0.5 -0.4 0.063
H 12.286 19.343 -1.271 0.2 0.0 0.0 0.101
```
Forces are in eV/Å.

For the LUMO energy, the calculation gives -0.30 eV. As for the largest force on an atom: 11.5 eV Å⁻¹. The energy above the lowest of the compared OMol25 structures with the same formula, charge and spin comes out at 697.65 kJ/mol. Its HOMO-LUMO gap is 8.42 eV. Its charge is 0. The calculation puts the highest occupied orbital energy at -8.7 eV.